[1]
Computed, not measured: C31H35N5O8PPdS3 as an isolated structure in a non-equilibrium geometry, with ωB97M-V with the def2-TZVPD basis set.

- Frontier orbital gap (alpha / beta): 0.16913 / 0.18151 Eh
- E_HOMO (alpha / beta): -7.225 / -7.224 eV
- 2S+1: 2
- Energy relative to the best compared isomer or geometry (same formula, charge and spin): 75.9 kcal per mole
- Max |F|: 3.32 eV Å⁻¹
- Net charge: 0
- ⟨S²⟩: 0.776

Each line ends with the Löwdin charge.
Atoms and positions in Å:
Pd1 1.46 -0.69 0.88  0.822
C1 6.22 -2.68 2.67  -0.093
C2 5.74 -3.86 1.84  -0.264
O1 4.86 -3.50 0.75  -0.301
P1 3.80 -2.30 0.71  0.258
S1 3.46 -0.16 -0.31  0.427
S2 2.61 -2.43 2.34  0.463
O2 2.86 -2.94 -0.42  -0.430
C3 3.06 -2.91 -1.85  -0.301
C4 4.18 -3.83 -2.28  -0.072
H1 6.90 -3.05 3.44  0.085
H2 5.38 -2.18 3.16  0.042
H3 6.75 -1.96 2.05  0.085
H4 5.21 -4.58 2.46  0.120
H5 6.58 -4.36 1.37  0.121
H6 3.25 -1.88 -2.16  0.050
H7 2.11 -3.21 -2.27  0.120
H8 5.14 -3.46 -1.92  0.068
H9 4.21 -3.89 -3.37  0.081
H10 4.02 -4.83 -1.88  0.083
O3 1.17 3.62 5.60  -0.289
S3 0.46 3.10 4.47  0.645
O4 -0.98 3.06 4.56  -0.311
N1 1.04 1.62 4.05  0.005
C5 1.60 1.64 2.87  -0.516
O5 2.25 0.67 2.35  -0.191
C6 1.48 2.95 2.15  -0.149
C7 1.87 3.24 0.85  -0.007
C8 1.66 4.53 0.38  -0.058
C9 1.08 5.50 1.20  -0.070
C10 0.69 5.20 2.50  -0.036
C11 0.90 3.92 2.94  -0.211
H11 2.31 2.47 0.23  0.079
H12 1.95 4.80 -0.62  0.106
H13 0.92 6.50 0.81  0.105
H14 0.24 5.94 3.15  0.121
C12 -2.51 2.52 1.06  0.024
N2 -2.03 1.43 1.89  -0.011
C13 -2.56 1.15 3.10  -0.043
C14 -2.05 0.17 3.88  0.002
C15 -0.91 -0.54 3.40  -0.364
N3 -0.45 -0.29 2.18  0.130
C16 -0.93 0.72 1.43  -0.500
O6 -0.39 1.04 0.37  0.010
N4 -0.32 -1.49 4.12  0.204
H15 -3.40 2.95 1.51  0.098
H16 -2.75 2.15 0.06  0.092
H17 -1.74 3.29 0.97  0.099
H18 -3.39 1.75 3.42  0.140
H19 -2.45 -0.04 4.86  0.119
H20 -0.50 -1.55 5.11  0.120
H21 0.54 -1.87 3.77  0.029
C17 -3.38 3.91 -3.45  -0.054
C18 -3.67 2.47 -3.11  -0.243
C19 -5.00 2.03 -3.12  -0.072
C20 -5.30 0.71 -2.85  -0.089
C21 -4.29 -0.21 -2.63  -0.039
C22 -2.96 0.20 -2.65  -0.192
N5 -1.90 -0.69 -2.46  0.114
C23 -1.92 -2.07 -2.51  -0.173
C24 -2.74 -2.78 -3.40  -0.031
C25 -2.74 -4.17 -3.39  -0.083
C26 -1.94 -4.88 -2.51  -0.093
C27 -1.08 -4.19 -1.67  -0.028
C28 -1.05 -2.80 -1.67  -0.074
C29 -0.12 -2.08 -0.76  -0.621
O7 0.03 -2.47 0.42  -0.053
O8 0.50 -1.07 -1.21  -0.090
C30 -2.64 1.56 -2.84  -0.174
C31 -1.20 1.98 -2.79  -0.026
H22 -4.29 4.43 -3.73  0.072
H23 -2.68 3.97 -4.28  0.083
H24 -2.94 4.44 -2.60  0.079
H25 -5.79 2.74 -3.33  0.101
H26 -6.34 0.39 -2.82  0.101
H27 -4.54 -1.24 -2.41  0.104
H28 -1.05 -0.30 -2.06  0.088
H29 -3.34 -2.24 -4.11  0.112
H30 -3.39 -4.70 -4.08  0.103
H31 -1.97 -5.96 -2.49  0.098
H32 -0.43 -4.71 -0.99  0.120
H33 -0.63 1.48 -3.58  0.097
H34 -0.74 1.70 -1.84  0.058
H35 -1.08 3.05 -2.91  0.066

[2]
Computed, not measured: C31H36BF3N6O5RuSSb as an isolated structure in a non-equilibrium geometry, with ωB97M-V with the def2-TZVPD basis set.

- Frontier orbital gap (alpha / beta): 0.26123 / 0.24684 Eh
- E_HOMO (alpha / beta): -7.415 / -7.022 eV
- 2S+1: 2
- Energy relative to the best compared isomer or geometry (same formula, charge and spin): 0.0 kcal per mole
- Max |F|: 1.85 eV Å⁻¹
- Net charge: 0
- ⟨S²⟩: 0.757

Each line ends with the Löwdin charge.
Atoms and positions in Å:
Ru1 -0.53 0.76 0.23  0.781
O1 2.00 1.71 -0.71  -0.023
C1 1.32 1.40 -1.71  -0.612
O2 0.05 1.35 -1.75  -0.154
C2 2.07 0.98 -2.95  -0.107
C3 1.39 0.34 -3.99  0.008
C4 2.08 -0.10 -5.11  0.013
C5 3.44 0.12 -5.17  -0.146
C6 4.14 0.76 -4.17  0.009
C7 3.44 1.19 -3.05  -0.007
N1 4.18 -0.35 -6.36  -0.350
O3 3.53 -0.82 -7.27  0.073
O4 5.35 -0.03 -6.45  0.073
H1 0.32 0.19 -3.90  0.115
H2 1.58 -0.61 -5.92  0.119
H3 5.20 0.92 -4.27  0.118
H4 3.94 1.69 -2.24  0.112
C8 -3.22 -2.84 -1.20  -0.063
N2 -2.11 -1.92 -1.40  -0.143
C9 -2.49 -0.63 -1.96  -0.050
C10 -0.89 -2.13 -0.85  -0.422
N3 -0.13 -1.15 -0.45  0.017
N4 -0.53 -3.45 -0.70  -0.159
C11 0.54 -3.78 0.22  -0.057
C12 -0.64 -4.35 -1.83  -0.053
H5 -4.04 -2.31 -0.71  0.088
H6 -2.91 -3.66 -0.56  0.086
H7 -3.58 -3.24 -2.16  0.089
H8 -3.00 -0.80 -2.91  0.093
H9 -1.61 -0.02 -2.13  0.049
H10 -3.17 -0.10 -1.29  0.079
H11 0.80 -1.46 -0.17  0.034
H12 1.54 -3.63 -0.22  0.087
H13 0.44 -4.83 0.50  0.092
H14 0.48 -3.17 1.12  0.079
H15 -1.37 -3.98 -2.54  0.078
H16 -0.96 -5.34 -1.49  0.091
H17 0.32 -4.45 -2.34  0.093
F1 -2.86 -2.48 1.57  0.133
B1 -3.08 -1.20 1.96  -1.322
F2 -3.72 -1.08 3.17  0.119
S1 -1.10 -0.48 2.28  0.550
Sb1 -1.48 1.67 3.00  1.439
C13 -1.54 2.70 1.20  -0.458
C14 -0.31 3.07 0.64  -0.254
C15 -0.32 3.86 -0.54  -0.087
C16 -1.50 4.24 -1.12  -0.072
C17 -2.74 3.84 -0.55  -0.079
C18 -2.77 3.09 0.59  -0.128
C19 -3.08 2.02 4.31  -0.331
C20 -3.55 1.10 5.24  -0.106
C21 -4.55 1.48 6.12  -0.066
C22 -5.08 2.76 6.07  -0.073
C23 -4.62 3.67 5.13  -0.077
C24 -3.61 3.30 4.25  -0.126
C25 0.26 2.25 4.02  -0.352
C26 0.80 3.52 3.86  -0.119
C27 1.96 3.87 4.54  -0.074
C28 2.57 2.95 5.39  -0.074
C29 2.02 1.69 5.56  -0.074
C30 0.87 1.34 4.87  -0.141
H18 0.64 2.90 1.14  0.080
H19 0.63 4.15 -0.98  0.116
H20 -1.50 4.83 -2.02  0.107
H21 -3.66 4.14 -1.02  0.105
H22 -3.71 2.80 1.03  0.106
H23 -3.15 0.09 5.27  0.104
H24 -4.92 0.77 6.85  0.110
H25 -5.87 3.04 6.75  0.107
H26 -5.04 4.67 5.09  0.107
H27 -3.25 4.02 3.52  0.097
H28 0.33 4.24 3.20  0.102
H29 2.38 4.86 4.41  0.108
H30 3.47 3.23 5.91  0.107
H31 2.50 0.97 6.21  0.110
H32 0.46 0.34 4.99  0.098
F3 -3.59 -0.37 0.99  0.102
N5 2.56 0.33 2.16  0.179
C31 3.04 -0.43 1.14  -0.663
N6 4.15 0.05 0.50  0.152
O5 2.55 -1.52 0.86  -0.002
H33 2.85 1.28 2.28  0.099
H34 1.65 0.06 2.51  0.038
H35 4.16 1.05 0.38  0.081
H36 4.31 -0.43 -0.37  0.098

[3]
Computed, not measured: C31H36ClF3FeNPSSe2Si as an isolated structure in a non-equilibrium geometry, with ωB97M-V with the def2-TZVPD basis set.

- Frontier orbital gap: 0.28199 Eh
- E_HOMO: -7.384 eV
- Energy relative to the best compared isomer or geometry (same formula, charge and spin): 31.8 kcal per mole
- Max |F|: 1.13 eV Å⁻¹
- Net charge: 0

Each line ends with the Löwdin charge.
Atoms and positions in Å:
Fe1 -0.24 -0.02 0.49  -0.013
C1 1.83 2.82 6.00  -0.174
Si1 1.11 3.57 4.44  0.511
C2 -0.73 3.75 4.62  -0.206
C3 1.85 5.27 4.18  -0.179
C4 1.69 2.51 2.99  -0.231
C5 3.06 2.47 2.75  -0.085
C6 3.60 1.67 1.74  -0.059
C7 2.73 0.96 0.94  -0.154
N1 1.41 1.02 1.10  -0.081
C8 0.89 1.71 2.15  -0.668
S1 -0.80 1.36 2.31  0.770
H1 1.57 3.42 6.88  0.031
H2 2.92 2.75 5.95  0.028
H3 1.44 1.81 6.16  0.035
H4 -0.93 4.41 5.47  0.034
H5 -1.23 2.80 4.81  0.011
H6 -1.19 4.19 3.73  0.026
H7 1.59 5.94 5.00  0.032
H8 1.48 5.72 3.26  0.034
H9 2.94 5.25 4.11  0.024
H10 3.73 3.05 3.37  0.101
H11 4.66 1.61 1.58  0.102
H12 3.09 0.32 0.15  0.050
C9 0.42 2.98 -1.26  -0.351
Se1 -1.08 1.76 -1.09  1.001
C10 -2.25 3.11 -0.29  -0.525
C11 -3.73 2.83 -0.41  -0.572
Se2 -4.42 1.42 0.75  0.905
C12 -4.55 0.00 -0.57  -0.429
H13 0.74 3.28 -0.27  0.028
H14 0.10 3.84 -1.84  0.028
H15 1.22 2.46 -1.77  -0.034
H16 -2.00 4.02 -0.84  0.065
H17 -1.94 3.22 0.75  0.018
H18 -4.01 2.59 -1.44  0.061
H19 -4.27 3.74 -0.13  0.055
H20 -5.22 0.30 -1.38  0.022
H21 -4.96 -0.86 -0.05  0.023
H22 -3.56 -0.27 -0.93  -0.025
Cl1 2.76 0.39 -2.31  0.750
C13 2.30 -0.93 -3.34  -0.626
C14 3.05 -1.11 -4.49  -0.113
C15 2.74 -2.13 -5.36  -0.073
C16 1.66 -2.97 -5.08  -0.068
C17 0.92 -2.76 -3.93  -0.085
C18 1.22 -1.74 -3.02  -0.358
P1 0.16 -1.59 -1.50  1.124
C19 0.64 -3.15 -0.65  -0.340
C20 -0.13 -3.51 0.46  -0.159
C21 0.21 -4.61 1.23  -0.062
C22 1.33 -5.36 0.90  -0.079
C23 2.10 -5.02 -0.20  -0.074
C24 1.75 -3.91 -0.97  -0.069
C25 -1.45 -2.03 -2.28  -0.369
C26 -2.03 -1.07 -3.11  -0.125
C27 -3.22 -1.34 -3.77  -0.081
C28 -3.84 -2.57 -3.61  -0.084
C29 -3.26 -3.53 -2.80  -0.071
C30 -2.06 -3.27 -2.14  -0.081
H23 3.88 -0.44 -4.69  0.102
H24 3.33 -2.27 -6.26  0.108
H25 1.40 -3.77 -5.76  0.108
H26 0.08 -3.42 -3.73  0.109
H27 -1.09 -3.01 0.59  0.097
H28 -0.37 -4.85 2.11  0.112
H29 1.61 -6.21 1.51  0.103
H30 2.98 -5.59 -0.45  0.104
H31 2.37 -3.65 -1.82  0.100
H32 -1.56 -0.11 -3.23  0.064
H33 -3.66 -0.58 -4.40  0.106
H34 -4.77 -2.78 -4.12  0.102
H35 -3.73 -4.50 -2.68  0.104
H36 -1.62 -4.04 -1.52  0.101
F1 -1.85 -0.97 0.24  -0.497
C31 0.26 -1.24 1.80  -0.349
F2 1.47 -1.48 2.22  0.135
F3 -0.51 -1.66 2.75  0.126